Here is 3 unconnected molecules or ions with the total composition C2H9O3 at a distorted geometry from the OMol25 dataset. Energies are from ωB97M-V/def2-TZVPD.

Each atom is followed by the atoms it is bonded to, with distances in Å.
Atoms and positions in Å:
1 C -1.84 0.33 0.65  O2 1.493, C3 1.553, H4 1.056, H5 1.026
2 O -1.18 -0.25 -0.55  C1 1.493, H13 1.173
3 C -1.83 1.87 0.49  C1 1.553, H6 1.027, H7 1.098, H8 1.018
4 H -1.37 0.01 1.54  C1 1.056
5 H -2.81 0.02 0.81  C1 1.026
6 H -0.92 2.28 0.27  C3 1.027
7 H -2.10 2.15 1.52  C3 1.098
8 H -2.41 2.38 -0.17  C3 1.018
9 H 2.32 -1.03 -0.38  O11 1.032
10 H 2.92 -2.25 -1.30  O11 0.890
11 O 3.07 -1.69 -0.62  H9 1.032, H10 0.890
12 H 1.15 -0.76 0.67  O14 0.988
13 H -0.03 -0.12 -0.36  O2 1.173
14 O 1.26 -0.04 0.00  H12 0.988

Results
- highest occupied orbital energy (eV) = -4.4
- lowest unoccupied orbital energy (eV) = 4.27
- net charge = -1
- energy above the lowest of the compared OMol25 structures with the same formula, charge and spin (kJ/mol) = 127.8
- spin multiplicity = 1